{"formula": "C38H51Cl3N2O3PdS3Si2Te", "method": "ωB97M-V/def2-TZVPD", "elements": ["Pd", "C", "Si", "C", "C", "C", "Te", "C", "Si", "C", "C", "C", "H", "H", "H", "H", "H", "H", "H", "H", "H", "H", "H", "H", "H", "H", "H", "H", "H", "H", "H", "H", "H", "H", "Cl", "C", "C", "C", "C", "C", "C", "N", "C", "C", "N", "C", "O", "C", "C", "C", "Cl", "S", "C", "C", "C", "Cl", "C", "H", "H", "H", "H", "H", "H", "H", "H", "H", "H", "H", "H", "H", "O", "S", "C", "C", "C", "C", "C", "C", "C", "C", "C", "C", "C", "C", "H", "H", "H", "H", "H", "H", "H", "H", "H", "H", "C", "S", "C", "O", "H", "H", "H", "H", "H", "H"], "coordinates": [[-0.408761, 1.378527, 0.920683], [5.122525, 2.452747, -2.021356], [4.621232, 0.669996, -1.841153], [3.824148, 0.036303, -3.397168], [6.039308, -0.387463, -1.289505], [3.293897, 0.524238, -0.472944], [1.671286, 1.856685, -0.725686], [2.472444, 3.370569, 0.533075], [1.322965, 4.835711, 0.892341], [0.478673, 5.385674, -0.665099], [0.087713, 4.139673, 2.134548], [2.328669, 6.190530, 1.652380], [5.838558, 2.543078, -2.839623], [5.611480, 2.831058, -1.122344], [4.287054, 3.113687, -2.266806], [4.472065, 0.185753, -4.260852], [2.884712, 0.551893, -3.614926], [3.614365, -1.032315, -3.325032], [6.829975, -0.396039, -2.039385], [5.729551, -1.420422, -1.126917], [6.471193, -0.010885, -0.361726], [3.682794, 0.708785, 0.529310], [2.895280, -0.490643, -0.505033], [3.408339, 3.662850, 0.052813], [2.715505, 2.851715, 1.464308], [-0.096988, 4.586402, -1.138516], [1.208358, 5.754399, -1.387135], [-0.211773, 6.203794, -0.454239], [-0.061112, 3.050139, 1.983429], [-0.898424, 4.601953, 2.092242], [0.462196, 4.210220, 3.157328], [3.105629, 6.536960, 0.970936], [2.808629, 5.863336, 2.574753], [1.698883, 7.047181, 1.891629], [-0.500123, -8.885594, 2.246915], [-0.546221, -7.583511, 1.114689], [-1.085621, -6.365572, 1.491267], [-1.080417, -5.323040, 0.581521], [-0.563078, -5.463021, -0.702742], [-0.541327, -4.327429, -1.695186], [-1.788802, -3.428589, -1.700554], [-1.800934, -2.335724, -0.726505], [-2.593594, -2.241781, 0.392236], [-2.255565, -1.080772, 1.007669], [-1.272954, -0.455270, 0.269373], [-1.019344, -1.246284, -0.753787], [0.636570, -3.511413, -1.696664], [1.415967, -3.366738, -0.521423], [2.354858, -4.503207, -0.259213], [2.713164, -4.942369, 0.979414], [2.190464, -4.287323, 2.491252], [3.847908, -6.219093, 0.949882], [3.864430, -6.192745, -0.759564], [3.047081, -5.234177, -1.269635], [-0.055953, -6.717076, -1.051902], [0.618507, -7.005569, -2.627044], [-0.032246, -7.772732, -0.157317], [-1.483824, -6.235076, 2.485899], [-1.474969, -4.368249, 0.900307], [-0.539402, -4.778447, -2.689790], [-2.684484, -4.024300, -1.524620], [-1.881591, -2.968146, -2.683944], [-3.333464, -2.985145, 0.625014], [-2.680331, -0.633187, 1.888227], [-0.321903, -1.053966, -1.550948], [0.809352, -3.160833, 0.366666], [1.998547, -2.465226, -0.733306], [4.483709, -6.888955, -1.296950], [2.909571, -5.062395, -2.325229], [0.380301, -8.726818, -0.449443], [-1.401014, 2.501477, -0.770940], [-2.661410, 2.857056, 0.046776], [-3.345117, 4.305228, -0.705082], [-4.060321, 5.173262, 0.104349], [-4.628420, 6.300020, -0.472622], [-4.453192, 6.546739, -1.825989], [-3.714285, 5.673745, -2.616072], [-3.151803, 4.537554, -2.059981], [-3.866671, 1.620900, -0.375823], [-3.741455, 0.904017, -1.555739], [-4.697383, -0.056071, -1.847247], [-5.753107, -0.281118, -0.971659], [-5.861338, 0.448288, 0.203770], [-4.905138, 1.404331, 0.515575], [-4.175960, 4.979650, 1.162903], [-5.195667, 6.988790, 0.136349], [-4.890111, 7.429824, -2.269810], [-3.579151, 5.880413, -3.667890], [-2.568789, 3.852925, -2.659628], [-2.910414, 1.091364, -2.221827], [-4.629962, -0.621442, -2.766607], [-6.500754, -1.023984, -1.211690], [-6.687627, 0.272832, 0.877765], [-4.976225, 1.973022, 1.434286], [-0.896178, -0.209702, 5.291547], [0.003624, -0.575798, 3.803931], [1.659012, -0.458922, 4.442576], [-0.169518, 0.682598, 2.959986], [-0.668429, -0.975616, 6.030368], [-1.956886, -0.234165, 5.055211], [-0.601892, 0.777549, 5.643812], [1.798657, -1.234643, 5.192931], [1.798774, 0.531962, 4.872066], [2.343525, -0.628383, 3.615510]], "atomic_forces_ev_per_a": [[0.0833, -0.3658, -0.3008], [0.0058, 0.0909, -0.0139], [-0.0488, 0.0672, -0.0092], [-0.1087, -0.0006, -0.0482], [0.0351, -0.0362, 0.0474], [-0.0936, -0.0696, 0.1839], [0.0231, 0.1351, -0.1382], [0.1189, -0.1470, -0.0364], [-0.1366, -0.0872, 0.0372], [-0.0398, -0.0595, -0.1205], [0.0010, -0.1240, -0.0563], [0.0558, 0.0059, 0.0440], [0.0460, 0.0155, -0.0194], [0.0109, 0.0213, 0.0363], [-0.0264, -0.0103, -0.0057], [0.0574, -0.0089, -0.0239], [-0.0016, 0.0031, -0.0060], [-0.0210, -0.0392, -0.0047], [0.0481, 0.0048, -0.0576], [-0.0086, -0.0463, 0.0129], [0.0301, -0.0061, 0.0429], [0.0540, -0.0410, 0.0009], [-0.0610, -0.0300, 0.0607], [-0.0057, 0.0563, -0.0008], [0.0683, 0.0554, -0.0045], [0.0239, 0.0178, 0.0171], [0.0300, 0.0291, -0.0548], [-0.0286, 0.0503, 0.0190], [0.0218, 0.2588, 0.1607], [0.0047, 0.0477, 0.0116], [-0.0132, 0.0406, 0.0119], [0.0368, 0.0153, -0.0334], [0.0405, 0.0020, 0.0421], [-0.0475, 0.0533, 0.0264], [-0.0137, 0.0161, -0.0256], [0.0321, -0.0897, 0.0484], [0.0780, 0.0452, -0.0355], [0.0347, 0.0149, 0.0371], [0.0850, 0.0371, 0.0060], [0.0797, -0.0333, -0.1387], [-0.1322, 0.1559, -0.0151], [0.1369, -0.1270, 0.2097], [-0.0624, 0.0580, -0.0813], [-0.0365, 0.0793, -0.0834], [0.0395, -0.3480, 0.2017], [-0.0330, 0.1608, -0.2803], [-0.1878, -0.0579, -0.1750], [0.0065, 0.1469, 0.0288], [0.0191, -0.0811, 0.0202], [-0.0475, 0.1511, 0.1525], [-0.0834, -0.0386, -0.0796], [-0.0097, -0.0620, 0.0011], [-0.0093, 0.0939, -0.0145], [-0.0022, -0.0215, 0.0804], [0.1785, -0.0004, -0.0414], [-0.1505, -0.0203, 0.0092], [-0.0481, 0.0469, 0.0243], [-0.0189, -0.0022, 0.0461], [0.0212, -0.0109, 0.0025], [-0.0502, -0.0139, 0.0673], [0.0443, -0.0104, -0.0607], [0.0460, -0.0413, -0.0070], [-0.0474, -0.0322, 0.0388], [0.0129, -0.0022, 0.0589], [0.0799, -0.0174, 0.0177], [-0.0553, -0.0703, -0.0099], [0.0314, 0.0328, 0.0977], [0.0399, -0.0566, -0.0551], [-0.0008, 0.0144, -0.0420], [0.0057, -0.0213, -0.0013], [-0.2099, 0.0073, 0.5195], [-0.0883, 0.1024, -0.1352], [0.1131, -0.0244, -0.1310], [-0.0180, 0.0222, -0.0221], [0.0158, 0.0107, -0.0038], [-0.0061, -0.0034, 0.0221], [0.0256, -0.0172, -0.0048], [-0.0827, 0.0646, 0.0221], [0.0467, 0.0233, -0.0985], [-0.0639, -0.0279, 0.0270], [0.0213, -0.0016, -0.0023], [-0.0033, 0.0223, 0.0149], [0.0126, -0.0144, 0.0025], [-0.0355, -0.0456, -0.0366], [0.0036, -0.0218, 0.0377], [-0.0185, 0.0198, 0.0228], [-0.0169, 0.0271, -0.0153], [0.0088, 0.0057, -0.0383], [0.0286, -0.0431, -0.0126], [0.0277, 0.0201, -0.0134], [0.0087, -0.0131, -0.0304], [-0.0240, -0.0225, -0.0097], [-0.0221, -0.0044, 0.0234], [0.0073, 0.0293, 0.0271], [0.0056, 0.0618, 0.0735], [-0.0215, -0.1651, -0.3651], [0.0260, 0.0484, 0.0744], [0.0800, 0.2061, 0.1679], [-0.0039, -0.0341, 0.0396], [-0.0203, 0.0125, -0.0119], [-0.0105, 0.0066, 0.0288], [0.0220, -0.0419, 0.0326], [0.0328, 0.0020, 0.0108], [0.0222, -0.0052, -0.0387]], "e_above_lowest_kj_mol": 9.9, "spin_multiplicity": 3, "charge": 2}

{"formula": "C8H16IN2", "method": "ωB97M-V/def2-TZVPD", "elements": ["C", "C", "C", "C", "C", "C", "C", "C", "N", "N", "I", "H", "H", "H", "H", "H", "H", "H", "H", "H", "H", "H", "H", "H", "H", "H", "H"], "coordinates": [[0.302380, 2.579929, -2.517668], [0.879324, 2.201482, -1.388295], [-2.266509, -0.911001, 1.354015], [-0.967063, -0.003885, 1.544155], [-1.620293, -2.099500, 0.617416], [-0.363518, 0.041095, 0.172390], [1.667966, 0.880591, -1.130987], [1.173347, 0.290478, 0.208289], [1.781155, -1.019645, 0.569031], [-0.574927, -1.400963, -0.247790], [3.722833, 1.324286, -0.925070], [-0.166225, 3.624234, -2.451778], [0.545633, 2.063688, -3.483004], [0.991909, 2.752157, -0.428879], [-2.712568, -1.413890, 2.266916], [-3.092173, -0.272413, 0.893928], [-1.380767, 0.953417, 2.077768], [-0.393683, -0.420291, 2.292971], [-1.113830, -2.850381, 1.081773], [-2.328030, -2.436014, -0.059497], [-0.966124, 0.700863, -0.352998], [1.351125, 0.243992, -2.052476], [1.291521, 0.915434, 1.139933], [1.822840, -1.140622, 1.590978], [2.750025, -1.102454, 0.254102], [0.404077, -1.695732, 0.118000], [-0.738422, -1.804853, -1.143224]], "atomic_forces_ev_per_a": [[0.4219, 1.7335, 0.0500], [1.6450, -1.2245, 1.7283], [0.6865, -0.4505, 1.8307], [-4.5680, 1.6356, 1.4544], [-1.1007, 4.4695, -2.1383], [0.3151, -1.3290, 0.9319], [-2.1578, 0.2876, -1.3566], [-0.3855, -0.2412, 0.9110], [0.3220, 0.1136, 0.4960], [0.5574, -0.9197, 1.8148], [0.3257, -0.0871, -0.3230], [0.5310, -1.7958, -0.7501], [-0.8528, 0.4809, 0.9924], [-0.9198, 0.4201, -0.9607], [0.5851, 1.3329, -0.5135], [1.1511, -1.4466, -0.1052], [1.2437, -1.1111, -1.6957], [1.7224, -1.2163, 1.3971], [0.8120, -1.8916, 2.1175], [-1.2579, -1.4205, -1.2272], [-0.5344, 1.2590, -1.7007], [1.2409, 0.4022, 1.7079], [0.2688, 0.3173, -1.5491], [0.0185, 0.2384, -0.6117], [-0.3450, 0.0721, -0.1712], [-0.1010, -0.5441, -0.8699], [0.3760, 0.9154, -1.4590]], "e_above_lowest_kj_mol": 113.3, "smiles": "C=C[C@@H](I)[C@H](N)[C@@H]1CCC[NH2+]1", "charge": 1}

{"formula": "C20H22BO10S2", "method": "ωB97M-V/def2-TZVPD", "elements": ["C", "C", "C", "C", "S", "C", "C", "S", "C", "C", "C", "C", "C", "C", "O", "O", "O", "O", "C", "C", "H", "H", "H", "H", "H", "H", "H", "H", "H", "H", "H", "H", "C", "C", "O", "B", "H", "O", "C", "C", "O", "O", "C", "C", "O", "O", "H", "H", "H", "H", "H", "H", "H", "H", "H"], "coordinates": [[-0.553677, 6.694566, -7.372226], [-1.482777, 5.654395, -7.358514], [-2.683399, 5.797288, -6.654783], [-2.937335, 6.986760, -5.986952], [-4.491584, 7.122657, -5.050526], [-4.168609, 6.645672, -3.404516], [-4.346633, 7.568160, -2.293585], [-3.119150, 5.265359, -2.989534], [-1.509883, 5.941922, -2.417289], [-0.466600, 5.970570, -3.346449], [0.723491, 6.616968, -3.019609], [0.899485, 7.184341, -1.759222], [-0.119401, 7.070731, -0.810123], [-1.322080, 6.446055, -1.122269], [-3.723456, 4.705029, -1.802989], [-2.848084, 4.445775, -4.147667], [-4.792582, 8.536040, -5.108897], [-5.399676, 6.151595, -5.617896], [-2.025120, 8.043844, -6.008429], [-0.821958, 7.891674, -6.702537], [0.403018, 6.560496, -7.882164], [-1.307386, 4.720868, -7.892463], [-3.420004, 5.010295, -6.653237], [-4.781454, 7.077836, -1.409979], [-4.900503, 8.484464, -2.566314], [-0.617057, 5.482697, -4.313688], [1.485992, 6.708300, -3.789699], [1.790179, 7.745196, -1.521403], [0.021138, 7.506756, 0.166101], [-2.119350, 6.358634, -0.377890], [-2.267517, 8.969003, -5.497962], [-0.104485, 8.708765, -6.721875], [-4.472651, 13.003279, 0.019158], [-4.630844, 11.559045, -0.368967], [-3.946531, 10.905221, 0.665360], [-4.509096, 9.779154, 1.173563], [-3.320002, 7.725663, -2.123829], [-3.731104, 8.855749, 1.823538], [-2.353960, 8.922614, 1.666927], [-1.755434, 8.487102, 2.963713], [-1.773282, 9.226785, 0.642793], [-5.807294, 9.462354, 0.997749], [-6.232382, 8.264209, 1.602307], [-7.014423, 8.611272, 2.857042], [-5.971634, 7.192829, 1.121271], [-5.174139, 10.978979, -1.274817], [-3.436620, 13.251574, 0.252024], [-4.808162, 13.714527, -0.722624], [-5.052003, 13.147120, 0.933330], [-2.445217, 7.865449, 3.553843], [-0.846306, 7.945169, 2.731336], [-1.493684, 9.366080, 3.564065], [-7.399981, 9.641866, 2.830972], [-7.867929, 7.941606, 2.922613], [-6.391797, 8.444548, 3.736415]], "atomic_forces_ev_per_a": [[0.1556, -0.1008, 0.0755], [-0.2991, 0.1101, 0.1920], [0.5876, 0.2843, -0.4752], [-0.4600, -0.1564, 0.1879], [1.3750, -1.3373, 1.5662], [0.7683, -2.3829, -2.3459], [-0.6844, 0.5168, 0.5386], [-1.9949, 2.4317, -0.5341], [-0.1469, -0.4730, -0.2290], [-0.2183, 0.1238, 0.1505], [-0.0860, -0.0165, -0.1964], [-0.6441, -0.1821, -0.0748], [0.2219, -0.0911, -0.3129], [-0.2653, -0.0624, -0.3345], [0.5257, -0.5607, 0.4227], [0.3127, -0.2908, 0.1078], [-0.5577, 0.3639, 0.1310], [-0.0364, 0.3091, -0.8197], [0.1144, -0.3245, -0.1902], [-0.3548, -0.1684, 0.0909], [-0.2896, 0.0842, 0.0463], [0.1457, 0.2344, 0.1005], [-0.0550, -0.0195, 0.1281], [-0.1320, 0.2400, -0.2694], [0.4486, -0.4432, 0.1711], [0.0480, 0.3355, 0.2358], [0.0329, -0.0600, 0.2041], [0.1807, -0.0418, 0.0206], [-0.0100, 0.0364, 0.1123], [0.2353, 0.0201, -0.3611], [-0.0020, -0.0914, 0.0072], [-0.0739, -0.1445, -0.0020], [-0.3650, 0.6831, -0.6128], [0.1707, -0.4396, -0.2968], [-0.7136, -0.1133, -0.4104], [0.4689, -0.9591, -1.2476], [1.2337, 1.7684, 1.5882], [0.9298, 0.6383, -0.1404], [0.3793, -0.0613, -0.9536], [0.4891, -0.2088, 0.2832], [-1.3064, -0.4498, 2.1212], [-0.6694, -0.4035, 0.4742], [0.2031, -0.4759, -0.6744], [-0.5044, -0.3269, -0.3796], [-0.6926, 1.6164, 1.0406], [0.8763, 1.4079, 1.4961], [-0.0205, -0.3689, 0.0110], [-0.2758, -0.0559, -0.2933], [0.0159, 0.0108, -0.0234], [0.2627, 0.2357, -0.3936], [0.2275, -0.0923, 0.1983], [-0.0265, -0.0702, -0.1597], [0.4051, -0.4009, -0.0197], [-0.0070, -0.1678, 0.1099], [0.0770, 0.0905, -0.0613]], "charge": -1}

| no. | E_tot (Eh) |
| --- | --- |
| 1 | -5363.37480 |
| 2 | -721.30852 |
| 3 | -2349.08814 |